No. 1
The ion C26H54N4OPS with charge +1 at a distorted geometry, computed with wB97M-V/def2-TZVPD.

Calculated values
Kohn-Sham gap: 8.30 eV
total charge: +1
multiplicity: 1
E_LUMO: -0.120 hartree
SMILES: CCCCCCCC[C@H]1[NH2+][C@](CCC)(P(C)O)[C@@](CNC)(N=C=S)N[C@@H]1CCCCCCC

Last column: Mulliken charge in e.
Atoms and positions in Å:
C (4.685, -2.205, 3.025)  -0.782
C (4.326, -3.714, 2.465)  -0.490
C (4.179, -3.681, 0.800)  0.193
C (3.368, -4.991, 0.208)  -0.806
C (1.838, -4.608, -0.349)  -0.291
C (1.843, -3.575, -1.618)  -0.276
C (0.379, -3.175, -2.219)  -0.678
C (-0.803, -2.902, -1.124)  -0.734
C (-1.181, -1.282, -0.934)  -0.108
N (-2.682, -1.215, -0.937)  -0.407
C (-3.266, 0.132, -0.451)  0.551
C (-4.878, -0.146, -0.478)  -1.054
C (-5.853, 1.006, 0.096)  0.067
C (-7.408, 0.584, -0.357)  -1.053
P (-2.682, 1.394, -1.804)  0.155
C (-3.451, 3.117, -1.575)  -0.858
O (-3.267, 0.873, -3.400)  -0.540
C (-2.606, 0.387, 1.026)  0.274
C (-2.986, 1.820, 1.735)  -1.008
N (-2.197, 2.018, 3.048)  -0.290
C (-2.733, 3.237, 3.802)  -0.704
N (-2.875, -0.840, 1.860)  -0.635
C (-3.925, -0.702, 2.722)  0.256
S (-5.044, -0.533, 4.010)  -0.107
N (-1.067, 0.472, 0.912)  -0.151
C (-0.449, -0.814, 0.452)  -0.443
C (1.184, -0.491, 0.271)  -0.006
C (1.523, 0.502, -0.985)  0.293
C (3.165, 0.802, -1.085)  -0.667
C (3.547, 2.384, -0.837)  -0.300
C (4.900, 2.781, -1.708)  -0.624
C (5.543, 4.129, -1.003)  -0.397
C (4.527, 5.391, -1.263)  -0.856
H (3.703, -1.603, 3.316)  0.164
H (5.445, -2.213, 3.945)  0.297
H (5.173, -1.628, 2.104)  0.204
H (5.186, -4.442, 2.821)  0.315
H (3.339, -4.089, 2.989)  0.278
H (5.301, -3.745, 0.404)  0.267
H (3.694, -2.652, 0.500)  -0.364
H (3.166, -5.692, 1.153)  0.310
H (3.980, -5.642, -0.546)  0.367
H (1.176, -5.562, -0.507)  0.346
H (1.339, -4.017, 0.560)  0.029
H (2.425, -4.135, -2.498)  0.419
H (2.479, -2.581, -1.436)  -0.077
H (0.074, -4.031, -2.991)  0.397
H (0.537, -2.206, -2.898)  0.219
H (-0.651, -3.400, -0.077)  0.303
H (-1.787, -3.408, -1.575)  0.372
H (-0.778, -0.769, -1.913)  0.046
H (-2.988, -1.279, -1.955)  0.652
H (-3.165, -2.040, -0.469)  0.745
H (-5.108, -1.173, 0.077)  0.504
H (-5.173, -0.345, -1.617)  0.355
H (-5.873, 0.937, 1.286)  0.056
H (-5.702, 2.090, -0.309)  0.040
H (-7.582, -0.573, -0.352)  0.296
H (-8.111, 1.163, 0.414)  0.338
H (-7.625, 1.089, -1.406)  0.293
H (-4.282, 3.278, -2.394)  0.307
H (-2.651, 3.986, -1.753)  0.320
H (-3.928, 3.334, -0.530)  0.242
H (-4.283, 0.974, -3.367)  0.334
H (-4.103, 1.974, 2.015)  0.276
H (-2.546, 2.665, 1.015)  0.315
H (-1.198, 2.276, 2.836)  0.309
H (-2.090, 4.157, 3.396)  0.288
H (-3.866, 3.456, 3.600)  0.225
H (-2.590, 3.120, 4.981)  0.251
H (-0.780, 1.309, 0.363)  0.467
H (-0.465, -1.693, 1.261)  0.280
H (1.809, -1.478, 0.318)  -0.607
H (1.467, 0.116, 1.259)  0.413
H (1.214, 0.106, -2.041)  0.041
H (1.037, 1.582, -0.873)  0.096
H (3.763, 0.052, -0.410)  0.160
H (3.499, 0.561, -2.205)  0.319
H (2.639, 3.020, -1.245)  0.219
H (3.713, 2.533, 0.313)  0.142
H (4.685, 3.056, -2.825)  0.266
H (5.716, 1.937, -1.701)  0.302
H (6.551, 4.367, -1.551)  0.284
H (5.806, 3.959, 0.147)  0.301
H (4.386, 5.934, -0.212)  0.227
H (4.929, 6.144, -2.096)  0.293
H (3.440, 5.069, -1.627)  0.237

Forces on atoms 1 to 3 (eV/Å):
0.1 0.2 -0.6
0.0 0.3 0.3
0.9 -0.7 0.7

=====

No. 2
The molecule C9H15N3O3S2 at a distorted geometry, computed with wB97M-V/def2-TZVPD.

Calculated values
Kohn-Sham gap: 8.81 eV
total charge: 0
relative energy (zero: lowest compared OMol25 entry of this formula, charge and spin): 15.4 kJ/mol
multiplicity: 1
E_LUMO: 0.023 hartree
SMILES: CCOCC(=O)Nc1nnc(SCCOC)s1

Last column: natural (NBO) charge in e.
Atoms and positions in Å:
C (4.752, -0.823, -3.305)  -0.622
C (3.303, -1.275, -3.362)  -0.066
O (3.091, -2.232, -2.334)  -0.540
C (1.760, -2.660, -2.228)  -0.157
C (0.872, -1.654, -1.503)  0.655
O (-0.329, -1.576, -1.646)  -0.594
N (1.570, -0.854, -0.653)  -0.621
C (0.974, 0.113, 0.108)  0.189
N (1.608, 0.877, 0.932)  -0.294
N (0.817, 1.728, 1.569)  -0.274
C (-0.425, 1.631, 1.241)  -0.172
S (-1.618, 2.701, 1.891)  0.305
C (-3.178, 1.805, 1.548)  -0.555
C (-3.395, 0.621, 2.493)  -0.078
O (-2.667, -0.530, 2.148)  -0.540
C (-3.284, -1.344, 1.179)  -0.254
S (-0.746, 0.391, 0.023)  0.399
H (4.959, -0.338, -2.354)  0.213
H (5.410, -1.681, -3.406)  0.217
H (4.951, -0.122, -4.110)  0.218
H (3.081, -1.735, -4.336)  0.170
H (2.627, -0.418, -3.229)  0.168
H (1.318, -2.883, -3.208)  0.201
H (1.774, -3.582, -1.637)  0.221
H (2.574, -0.977, -0.574)  0.441
H (-3.954, 2.553, 1.701)  0.239
H (-3.172, 1.496, 0.504)  0.224
H (-3.060, 0.899, 3.497)  0.202
H (-4.470, 0.392, 2.532)  0.167
H (-4.259, -1.701, 1.532)  0.169
H (-3.420, -0.826, 0.223)  0.165
H (-2.620, -2.191, 1.024)  0.204

Forces on atoms 1 to 3 (eV/Å):
-0.4 -0.2 0.1
0.2 0.2 -0.2
0.1 -0.1 0.2

=====

No. 3
A cluster of 2 separate species, C3H10NOSSi in total at a distorted geometry, computed with wB97M-V/def2-TZVPD.

Calculated values
Kohn-Sham gap: 10.11 eV
total charge: +1
relative energy (zero: lowest compared OMol25 entry of this formula, charge and spin): 19.0 kJ/mol
multiplicity: 1
E_LUMO: -0.158 hartree

Last column: natural (NBO) charge in e.
Atoms and positions in Å:
C (-2.288, 0.785, 0.108)  -0.406
C (-1.385, 0.313, 1.237)  -0.238
C (-1.548, -0.335, -0.735)  -0.079
N (-0.655, -0.639, 0.386)  -0.491
O (2.115, -0.334, 0.507)  -1.118
Si (2.839, 0.090, -0.995)  1.230
S (-1.746, -2.008, 0.030)  0.406
H (-3.341, 0.597, 0.353)  0.257
H (-2.094, 1.701, -0.316)  0.244
H (-0.776, 1.152, 1.671)  0.246
H (-1.807, -0.194, 2.119)  0.245
H (-1.309, -0.567, -1.736)  0.273
H (0.355, -0.560, 0.547)  0.502
H (2.670, -0.419, 1.339)  0.531
H (1.712, -0.037, -1.836)  -0.227
H (3.567, 1.292, -1.129)  -0.176
H (3.692, -0.836, -1.549)  -0.199

Forces on atoms 1 to 3 (eV/Å):
-0.6 -3.8 0.1
0.1 2.0 2.5
-1.4 -0.8 1.5

=====

No. 4
A structure of composition C6H13ClNO3S at a distorted geometry, computed with wB97M-V/def2-TZVPD.

Calculated values
Kohn-Sham gap: 8.26 eV
total charge: -1
relative energy (zero: lowest compared OMol25 entry of this formula, charge and spin): 52.1 kJ/mol
multiplicity: 1
E_LUMO: 0.117 hartree

Last column: natural (NBO) charge in e.
Atoms and positions in Å:
C (1.332, -0.955, -1.557)  -0.603
C (2.518, -0.640, 0.618)  -0.592
C (-0.991, 0.923, 1.546)  -0.759
C (0.828, 1.051, -0.148)  -0.472
C (1.153, -0.432, -0.183)  -0.253
C (-0.594, 1.189, 0.166)  0.199
N (-1.511, 0.005, -0.984)  -0.910
O (-3.640, 0.162, 0.470)  -1.024
O (-3.369, -1.647, -1.093)  -1.025
O (-1.938, -1.669, 0.818)  -1.025
S (-2.687, -0.841, -0.087)  2.472
Cl (-1.220, 2.725, -0.203)  -0.023
H (2.305, -0.716, -2.053)  0.180
H (1.111, -1.985, -1.488)  0.219
H (0.624, -0.379, -2.250)  0.228
H (2.727, -1.654, 0.772)  0.199
H (3.315, -0.103, -0.062)  0.184
H (2.655, -0.114, 1.640)  0.195
H (-0.493, 0.037, 2.053)  0.233
H (-2.097, 0.620, 1.533)  0.311
H (-0.591, 1.731, 2.196)  0.209
H (1.305, 1.622, 0.758)  0.208
H (1.037, 1.466, -1.095)  0.214
H (0.269, -0.977, 0.225)  0.272
H (-2.048, 0.581, -1.592)  0.363

Forces on atoms 1 to 3 (eV/Å):
-0.3 2.3 -2.4
0.2 3.2 -0.5
-0.2 -2.3 2.7

=====

No. 5
A cluster of 2 separate species, C4H12 in total at a distorted geometry, computed with wB97M-V/def2-TZVPD.

Calculated values
Kohn-Sham gap: 12.74 eV
total charge: 0
relative energy (zero: lowest compared OMol25 entry of this formula, charge and spin): 23.2 kJ/mol
multiplicity: 1
E_LUMO: 0.042 hartree
SMILES: CC.CC

Last column: natural (NBO) charge in e.
Atoms and positions in Å:
C (0.487, -1.640, 2.188)  -0.608
C (1.188, -1.999, 0.886)  -0.614
H (-0.584, -1.816, 2.081)  0.202
H (0.880, -2.345, 2.923)  0.204
H (0.660, -0.640, 2.573)  0.207
H (1.132, -3.059, 0.614)  0.203
H (2.267, -1.881, 1.013)  0.200
H (0.899, -1.547, -0.066)  0.205
C (-1.018, 2.296, -2.133)  -0.607
C (-0.701, 1.419, -0.926)  -0.610
H (-1.116, 3.346, -1.857)  0.203
H (-0.192, 2.299, -2.852)  0.200
H (-1.890, 1.970, -2.696)  0.205
H (-0.827, 0.359, -1.139)  0.204
H (-1.443, 1.583, -0.137)  0.200
H (0.258, 1.655, -0.472)  0.206

Forces on atoms 1 to 3 (eV/Å):
-0.2 -0.9 -0.4
1.0 -0.5 -0.6
0.0 0.1 0.3

=====

No. 6
A cluster of 8 separate species, C4H23NO7 in total at a distorted geometry, computed with wB97M-V/def2-TZVPD.

Calculated values
Kohn-Sham gap: 8.54 eV
total charge: 0
relative energy (zero: lowest compared OMol25 entry of this formula, charge and spin): 227.0 kJ/mol
multiplicity: 1
E_LUMO: 0.006 hartree
SMILES: CC/C=C/N.O.O.O.O.O.O.O

Last column: natural (NBO) charge in e.
Atoms and positions in Å:
C (2.798, -1.464, 0.267)  -0.632
C (2.340, -1.505, -1.195)  -0.444
C (0.847, -1.299, -1.355)  -0.248
C (-0.007, -0.473, -0.767)  -0.012
N (-1.404, -0.463, -1.130)  -0.879
H (3.554, -0.677, 0.336)  0.218
H (3.368, -2.331, 0.677)  0.216
H (1.907, -1.404, 0.957)  0.209
H (2.752, -0.901, -2.037)  0.225
H (2.542, -2.569, -1.527)  0.202
H (0.514, -2.081, -2.053)  0.193
H (0.284, 0.276, -0.022)  0.197
H (-2.033, 0.015, -0.480)  0.388
H (-1.896, -1.321, -0.999)  0.370
O (0.623, 0.703, 3.323)  -0.946
H (-0.040, 1.356, 3.577)  0.472
H (0.103, 0.162, 2.718)  0.475
O (-2.400, 1.500, -3.054)  -0.986
H (-2.792, 2.017, -2.328)  0.468
H (-2.264, 0.580, -2.695)  0.507
O (0.544, 2.915, 0.105)  -0.981
H (1.363, 2.489, 0.363)  0.483
H (0.481, 2.980, -0.865)  0.510
O (-1.331, 1.276, 1.076)  -1.008
H (-0.617, 1.920, 0.796)  0.506
H (-2.124, 1.813, 1.153)  0.462
O (-2.766, -0.721, 2.354)  -0.952
H (-3.073, -1.379, 2.954)  0.481
H (-3.444, -0.271, 1.864)  0.473
O (0.381, 2.423, -2.430)  -0.980
H (-0.412, 2.273, -2.941)  0.526
H (1.134, 2.778, -2.866)  0.486
O (0.211, -3.158, 2.266)  -0.946
H (0.725, -3.221, 1.437)  0.476
H (0.131, -2.238, 2.523)  0.474

Forces on atoms 1 to 3 (eV/Å):
0.7 0.4 0.6
-0.8 -2.0 -0.6
0.1 -1.4 -0.4

=====

What did the fifth record say?
A cluster of 2 separate species, C4H12 in total at a distorted geometry, computed with wB97M-V/def2-TZVPD.

Calculated values
Kohn-Sham gap: 12.74 eV
total charge: 0
relative energy (zero: lowest compared OMol25 entry of this formula, charge and spin): 23.2 kJ/mol
multiplicity: 1
E_LUMO: 0.042 hartree
SMILES: CC.CC

Last column: natural (NBO) charge in e.
Atoms and positions in Å:
C (0.487, -1.640, 2.188)  -0.608
C (1.188, -1.999, 0.886)  -0.614
H (-0.584, -1.816, 2.081)  0.202
H (0.880, -2.345, 2.923)  0.204
H (0.660, -0.640, 2.573)  0.207
H (1.132, -3.059, 0.614)  0.203
H (2.267, -1.881, 1.013)  0.200
H (0.899, -1.547, -0.066)  0.205
C (-1.018, 2.296, -2.133)  -0.607
C (-0.701, 1.419, -0.926)  -0.610
H (-1.116, 3.346, -1.857)  0.203
H (-0.192, 2.299, -2.852)  0.200
H (-1.890, 1.970, -2.696)  0.205
H (-0.827, 0.359, -1.139)  0.204
H (-1.443, 1.583, -0.137)  0.200
H (0.258, 1.655, -0.472)  0.206

Forces on atoms 1 to 3 (eV/Å):
-0.2 -0.9 -0.4
1.0 -0.5 -0.6
0.0 0.1 0.3

=====

Q: Look up the E_LUMO of the second one.
A: 0.023 hartree

=====

Q: Which value of total charge does entry 3 give?
A: +1

=====

Q: Kohn-Sham gap of number 3 (C3H10NOSSi)?
A: 10.11 eV